Record 1
3 unconnected molecules or ions with the total composition C22H46N4O9PS2 in a non-equilibrium geometry. Source: the OMol25 dataset; level of theory: ωB97M-V/def2-TZVPD.

ORCA input file:
```
! wB97M-V def2-TZVPD RIJCOSX def2/J DEFGRID3
* xyz 1 1
S 2.256 -1.703 -4.205
S 4.374 5.532 0.628
P -1.281 -2.514 1.648
O 1.972 -0.392 -3.668
O 0.943 -2.647 -3.992
O 3.629 5.703 1.853
O 5.489 4.620 0.503
O 3.426 -2.468 -3.839
O -7.175 0.708 -0.463
O 4.858 7.001 0.109
O 2.193 -1.618 -5.833
O 3.323 5.218 -0.579
N -4.669 -0.839 0.979
N -4.955 -3.430 1.352
N -3.241 -2.280 -0.226
N -8.481 1.646 1.376
C -0.640 0.790 -0.209
C 3.142 6.392 -1.369
C 2.381 1.977 1.039
C 4.107 0.513 2.626
C 4.761 -1.982 1.637
C -0.706 -1.491 3.203
C 1.838 1.977 -0.535
C 0.244 -2.775 -5.229
C 0.233 -3.820 -0.589
C 4.371 -1.075 2.966
C 1.305 -2.624 -6.315
C -3.260 -0.272 1.095
C 4.448 7.173 -1.245
C 0.371 -3.154 0.903
C -2.231 -1.375 0.447
C -4.386 -2.322 0.775
C 0.869 0.702 -0.885
C -5.572 -0.480 2.160
C -7.589 0.544 0.799
C -7.133 -0.777 1.717
C -1.439 -0.577 -0.746
C 3.241 0.570 1.228
H 0.751 -4.002 1.648
H 2.919 6.123 -2.405
H 2.303 6.958 -0.951
H 3.885 0.381 0.261
H 5.229 -1.165 3.757
H 2.791 1.903 -1.240
H 1.317 -0.344 -0.589
H -7.894 2.519 1.293
H 2.449 -0.307 1.274
H 1.333 3.032 -0.769
H -0.496 -1.970 -5.286
H -1.196 1.787 -0.557
H -0.854 -4.116 -0.905
H -5.368 0.658 2.421
H 0.724 0.686 -2.062
H 1.878 -3.549 -6.438
H -9.297 1.812 0.716
H -0.617 0.854 0.976
H 3.339 -1.494 3.389
H 0.765 -3.074 -1.348
H -5.760 -3.320 2.022
H 1.471 2.039 1.807
H 4.323 8.233 -1.479
H 3.076 2.938 1.132
H 0.337 -1.019 2.867
H 0.878 -2.332 -7.278
H -2.770 -3.209 -0.169
H 5.224 6.747 -1.890
H -2.256 -0.158 -1.506
H 5.657 -1.554 1.017
H -0.265 -3.741 -5.281
H -4.606 -4.396 1.131
H -0.557 -2.285 4.081
H 5.091 1.141 2.544
H 3.400 0.923 3.493
H 5.054 -3.053 2.061
H 0.907 -4.801 -0.582
H 3.823 -2.168 0.929
H -3.120 -0.027 2.238
H -7.883 -0.765 2.645
H -7.261 -1.784 1.109
H -0.720 -1.268 -1.394
H -5.342 -1.120 3.119
H 1.136 -2.260 0.975
H -1.488 -0.686 3.533
H -3.324 0.782 0.573
*
```

Values from the calculation:
LUMO level = -0.1227 Eh
Kohn-Sham gap = 7.9680 eV

What are the Mulliken partial charges on each atom? They are as follows, in elementary charge units:
1 S 1.124
2 S 1.052
3 P 0.099
4 O -0.532
5 O -0.255
6 O -0.538
7 O -0.532
8 O -0.587
9 O -0.518
10 O -0.311
11 O -0.302
12 O -0.155
13 N 0.367
14 N -0.294
15 N -0.428
16 N -0.573
17 C -0.407
18 C -0.344
19 C 0.047
20 C -0.545
21 C -0.762
22 C -0.642
23 C -0.710
24 C -0.318
25 C -0.591
26 C -0.365
27 C -0.432
28 C -1.009
29 C -0.406
30 C 0.208
31 C 1.121
32 C 0.202
33 C 0.029
34 C -0.966
35 C 0.201
36 C -0.284
37 C -0.530
38 C 0.220
39 H 0.462
40 H 0.330
41 H 0.284
42 H 0.319
43 H 0.352
44 H 0.278
45 H -0.037
46 H 0.318
47 H -0.618
48 H 0.187
49 H 0.287
50 H 0.285
51 H 0.118
52 H 0.467
53 H 0.304
54 H 0.311
55 H 0.334
56 H 0.209
57 H 0.128
58 H 0.002
59 H 0.258
60 H 0.229
61 H 0.320
62 H -0.204
63 H 0.026
64 H 0.318
65 H 0.291
66 H 0.293
67 H 0.395
68 H 0.270
69 H 0.323
70 H 0.292
71 H 0.359
72 H 0.326
73 H 0.205
74 H 0.320
75 H 0.355
76 H 0.100
77 H 0.095
78 H 0.354
79 H 0.306
80 H -0.215
81 H 0.363
82 H -0.503
83 H 0.267
84 H 0.203


Record 2
3 unconnected molecules or ions with the total composition C22H46N6O6P2 in a non-equilibrium geometry. Source: the OMol25 dataset; level of theory: ωB97M-V/def2-TZVPD.

ORCA input file:
```
! wB97M-V def2-TZVPD RIJCOSX def2/J DEFGRID3
* xyz 0 1
P 2.961 -5.281 -1.879
P -3.334 4.588 4.386
O 2.364 0.063 -1.859
O -2.052 2.603 -0.885
O 1.529 -4.917 -1.417
O 1.280 -2.491 -5.510
O 0.510 4.744 -1.342
O -3.394 6.128 4.537
N -3.803 4.697 2.749
N 4.607 -5.698 -2.411
N -4.707 4.396 5.414
N 3.651 -4.322 -0.622
N 2.750 -6.897 -1.374
N -3.266 2.818 4.213
C 0.397 3.311 -1.654
C 1.257 -1.627 -4.469
C 0.199 0.646 -3.296
C 0.186 -0.390 -4.568
C 5.886 -5.366 -1.814
C -2.780 5.208 1.837
C -1.036 2.469 -1.761
C -0.020 5.597 -2.416
C -4.833 3.980 2.023
C 0.740 5.454 -3.861
C 3.943 -4.854 0.703
C -6.074 4.394 4.909
C -1.102 1.384 -3.032
C 3.603 -7.740 -0.560
C -4.693 5.247 6.616
C -2.183 2.267 3.410
C 3.006 -3.012 -0.428
C 1.699 2.582 -1.931
C 1.506 0.970 -2.331
C 4.734 -6.546 -3.589
C -4.172 1.803 4.715
C 1.863 -7.704 -2.212
H -5.031 1.673 4.051
H -4.688 2.897 2.023
H 6.703 -5.415 -2.544
H 3.180 -8.743 -0.418
H 3.701 -7.361 0.456
H -1.324 2.945 3.404
H -5.355 4.841 7.391
H 5.925 -4.341 -1.433
H 2.762 -2.552 -1.392
H 2.385 -8.076 -3.097
H 3.859 -6.437 -4.238
H 2.738 3.122 -1.874
H 0.507 0.255 -5.520
H -1.180 5.506 -2.591
H -3.684 0.823 4.793
H 1.346 4.464 -4.011
H 1.447 -8.561 -1.670
H -4.882 4.280 0.968
H 3.677 -2.318 0.091
H 3.051 -5.264 1.181
H -2.074 1.233 -3.672
H -0.121 5.434 -4.688
H -2.073 4.424 1.556
H -6.801 4.283 5.723
H -3.213 5.628 0.922
H 1.001 -7.120 -2.553
H 1.981 -1.861 -3.580
H 4.825 -7.601 -3.310
H -6.309 5.314 4.370
H 5.605 -6.285 -4.202
H 4.356 -4.081 1.362
H -2.211 6.022 2.298
H 4.597 -7.889 -0.987
H -6.259 3.532 4.270
H 6.143 -6.060 -1.010
H 0.157 6.723 -2.059
H 4.724 -5.611 0.663
H 1.504 6.346 -4.066
H -5.015 6.269 6.401
H -2.501 2.105 2.375
H -1.816 1.311 3.801
H -5.830 4.208 2.397
H -3.689 5.289 7.052
H 2.085 -3.090 0.156
H -4.526 2.010 5.729
H -0.903 -0.771 -4.804
*
```

Values from the calculation:
structure (SMILES) = CCOC1=CC(=O)C(CC=O)=CC1=O.CN(C)P(=O)(N(C)C)N(C)C.CN(C)P(=O)(N(C)C)N(C)C
LUMO level = -0.0715 Eh
Kohn-Sham gap = 5.6601 eV
energy above the lowest of the compared OMol25 structures with the same formula, charge and spin = 140.15 kcal/mol

What are the Mulliken partial charges on each atom? They are as follows, in elementary charge units:
1 P 0.823
2 P 0.821
3 O -0.480
4 O -0.476
5 O -0.794
6 O -0.546
7 O -0.365
8 O -0.787
9 N 0.129
10 N 0.107
11 N 0.206
12 N 0.319
13 N 0.088
14 N 0.049
15 C 0.369
16 C 0.239
17 C 0.524
18 C -0.461
19 C -0.923
20 C -1.107
21 C 0.158
22 C -0.294
23 C -0.935
24 C -0.689
25 C -1.185
26 C -1.144
27 C -0.533
28 C -0.908
29 C -1.108
30 C -1.147
31 C -0.703
32 C -0.390
33 C 0.311
34 C -1.068
35 C -0.891
36 C -1.036
37 H 0.278
38 H 0.228
39 H 0.357
40 H 0.420
41 H 0.197
42 H 0.298
43 H 0.317
44 H 0.275
45 H -0.120
46 H 0.328
47 H 0.297
48 H 0.357
49 H 0.279
50 H 0.258
51 H 0.357
52 H 0.204
53 H 0.390
54 H 0.412
55 H 0.345
56 H 0.318
57 H 0.277
58 H 0.239
59 H 0.346
60 H 0.392
61 H 0.395
62 H 0.285
63 H 0.085
64 H 0.294
65 H 0.313
66 H 0.395
67 H 0.375
68 H 0.304
69 H 0.228
70 H 0.318
71 H 0.271
72 H 0.290
73 H 0.330
74 H 0.253
75 H 0.340
76 H 0.353
77 H 0.402
78 H 0.233
79 H 0.355
80 H 0.358
81 H 0.279
82 H 0.320


Record 3
A molecular structure, C22H46N7ReSSi3 in a non-equilibrium geometry. Source: the OMol25 dataset; level of theory: ωB97M-V/def2-TZVPD.

ORCA input file:
```
! wB97M-V def2-TZVPD RIJCOSX def2/J DEFGRID3
* xyz 3 4
Re -0.119 -0.123 0.423
S -0.620 -2.501 0.010
Si 2.062 -0.350 -1.943
Si 2.806 1.500 0.500
Si 2.972 -1.634 0.895
N -2.594 -0.237 -0.436
N 0.076 1.991 0.179
N -0.948 -0.836 4.599
N -3.028 -1.536 -0.719
N -0.674 0.119 2.437
N -2.082 -1.706 2.805
N -2.653 -3.764 -1.037
C -1.210 -0.811 3.293
C -0.335 1.492 4.499
C 1.366 3.973 -0.034
C 3.376 1.818 2.275
C -2.705 -2.542 4.975
C 3.801 -0.838 -2.437
C 4.233 2.019 -0.597
C -2.201 -2.591 -0.638
C -2.540 -2.899 3.513
C 1.929 -0.174 0.055
C 0.859 -1.601 -2.698
C 0.039 1.267 3.050
C -1.404 -1.936 5.465
C 1.490 1.276 -2.722
C 2.256 -1.789 2.640
C 0.223 4.724 -0.266
C 4.783 -1.165 0.980
C -0.130 0.193 5.240
C -1.011 4.079 -0.258
C -1.039 2.725 -0.024
C 2.757 -3.290 0.029
C 1.278 2.604 0.180
H -3.570 -3.884 -1.447
H -1.816 -3.710 3.396
H -0.450 0.285 6.275
H -3.486 -3.216 3.077
H 4.466 3.071 -0.408
H 1.777 -3.727 0.210
H 2.338 4.450 -0.023
H -0.618 -2.695 5.513
H 4.263 2.453 2.222
H 1.113 1.084 2.984
H -2.239 -1.662 1.821
H 3.677 0.911 2.800
H -0.193 2.164 2.483
H -3.209 0.172 0.267
H 1.684 1.221 -3.796
H 4.068 1.909 -1.667
H -1.990 2.207 0.028
H 4.965 -0.178 1.410
H 2.424 -0.893 3.240
H 0.299 2.274 4.912
H 0.924 -0.102 5.239
H 4.041 -1.864 -2.157
H -3.951 -1.658 -1.118
H -1.931 4.622 -0.423
H 5.130 1.455 -0.332
H 3.493 -3.985 0.441
H 2.751 -2.621 3.148
H 2.924 -3.253 -1.047
H -1.539 -1.536 6.467
H 3.872 -0.778 -3.526
H -1.376 1.812 4.579
H 5.285 -1.890 1.625
H 2.647 2.345 2.891
H 1.089 -1.640 -3.767
H -0.184 -1.286 -2.614
H -3.519 -1.825 5.093
H 0.284 5.790 -0.445
H -2.060 -4.581 -1.008
H 0.956 -2.612 -2.306
H -2.674 0.326 -1.281
H 5.271 -1.210 0.006
H 1.995 2.166 -2.350
H 0.412 1.422 -2.602
H 4.574 -0.192 -2.025
H 1.184 -1.998 2.607
H -2.943 -3.426 5.563
*
```

Values from the calculation:
LUMO level (alpha / beta) = -0.3616 / -0.3698 Eh
Kohn-Sham gap (alpha / beta) = 7.3241 / 7.5567 eV
energy above the lowest of the compared OMol25 structures with the same formula, charge and spin = 6.31 kcal/mol

What are the Mulliken partial charges on each atom? They are as follows, in elementary charge units:
1 Re 0.074
2 S -0.344
3 Si 0.111
4 Si -0.565
5 Si 0.075
6 N -0.335
7 N 1.240
8 N 0.121
9 N -0.511
10 N 0.320
11 N -0.231
12 N -0.359
13 C 0.346
14 C -0.712
15 C -0.534
16 C -1.590
17 C -0.785
18 C -1.000
19 C -1.135
20 C 0.633
21 C -0.626
22 C 1.057
23 C -1.072
24 C -0.097
25 C -0.491
26 C -0.958
27 C -0.529
28 C -0.617
29 C -0.949
30 C -0.729
31 C -0.996
32 C -0.304
33 C -1.025
34 C 0.046
35 H 0.237
36 H 0.291
37 H 0.513
38 H 0.414
39 H 0.457
40 H 0.288
41 H 0.533
42 H 0.260
43 H 0.522
44 H -0.387
45 H -0.030
46 H 0.456
47 H 0.159
48 H 0.357
49 H 0.613
50 H 0.400
51 H 0.297
52 H 0.211
53 H 0.023
54 H 0.454
55 H 0.219
56 H 0.350
57 H 0.225
58 H 0.491
59 H 0.362
60 H 0.486
61 H 0.659
62 H 0.299
63 H 0.396
64 H 0.496
65 H 0.366
66 H 0.548
67 H 0.610
68 H 0.505
69 H 0.214
70 H 0.313
71 H 0.499
72 H 0.233
73 H 0.369
74 H 0.308
75 H 0.366
76 H 0.226
77 H 0.211
78 H 0.314
79 H -0.063
80 H 0.399


| no. | calculated total energy (hartree) |
| --- | --- |
| 1 | -2899.14997 |
| 2 | -2327.93509 |
| 3 | -2593.32703 |